(1)
Entry from OMol25: a molecular structure, C21H37Ag2N2O10 in a non-equilibrium geometry (ωB97M-V/def2-TZVPD).

Structure (XYZ):
```
72
Properties=species:S:1:pos:R:3:forces:R:3:mulliken_charge:R:1
Ag 1.7994 -2.4342 0.6707 0.294 0.587 -0.226 0.784
Ag -0.7880 -3.1435 -1.6764 0.370 0.577 -0.368 0.785
N 0.9062 -0.0532 -1.2049 -0.816 0.584 -2.520 1.114
O 0.2380 -0.8938 -1.8376 -1.626 -2.131 -1.022 -0.405
O 1.1003 1.0306 -1.6272 -0.216 2.802 -2.087 -0.610
O 1.3895 -0.3160 -0.1575 2.434 -3.078 6.146 -0.548
C -0.6900 -2.3491 4.0043 -0.084 0.441 -0.954 -1.292
C -2.0546 -1.7014 4.2872 -2.188 -1.788 0.999 1.018
C -1.9082 -0.8592 5.5148 0.678 2.486 0.526 -1.029
C -1.3081 0.5310 5.2556 -0.402 1.488 -1.426 -0.811
C -2.0735 1.2934 4.0978 0.295 -1.532 1.685 -1.410
C -2.1949 0.4608 2.8142 -2.988 3.555 1.229 1.562
N -2.6220 -0.9802 3.1391 2.438 1.431 -1.247 0.475
O -2.8524 -1.7100 1.9956 -0.424 0.807 0.908 -0.314
C -3.3443 1.2236 2.0650 -0.719 -1.012 -1.172 -1.745
C -0.9456 0.6409 1.9808 -0.319 -1.772 -0.160 -1.291
C -3.1120 -2.8127 4.6478 -0.039 -0.506 0.004 -1.665
H 0.0639 -1.5639 4.0592 0.243 -0.248 0.251 0.403
H -0.6507 -2.7750 3.0017 0.038 -0.333 -0.240 0.234
H -0.5235 -3.1646 4.7081 0.039 0.257 0.032 0.448
H -2.8314 -0.6234 6.0440 -0.235 -0.748 -0.113 0.380
H -1.2038 -1.3569 6.1813 -0.406 -0.291 0.169 0.432
H -0.2484 0.5214 5.0005 0.168 -0.163 0.212 0.321
H -1.4523 1.1916 6.1105 0.363 -0.390 0.280 0.454
H -1.6572 2.2636 3.8266 0.384 -0.188 0.106 0.539
H -3.0617 1.5532 4.4775 -0.133 -0.303 -0.016 0.494
H -3.0648 2.0713 1.4393 1.111 -0.350 -0.208 0.378
H -3.7780 0.4580 1.4216 -0.470 0.326 -0.368 0.432
H -4.1472 1.7490 2.5821 0.038 -0.899 0.986 0.394
H -0.2128 0.0054 2.4781 0.781 0.338 -0.589 0.301
H -1.2012 0.3259 0.9691 0.492 -0.336 -0.228 0.144
H -0.6775 1.6952 1.9123 0.039 -0.228 0.441 0.457
H -2.7625 -3.3964 5.4993 0.516 0.014 -0.131 0.447
H -3.3154 -3.5021 3.8284 0.119 0.055 -0.035 0.400
H -4.0668 -2.4555 5.0334 0.036 0.617 -0.429 0.421
H -1.9834 -2.0502 1.7705 0.415 -0.643 -0.059 0.385
O -3.6678 3.0007 -4.9114 -2.009 3.266 -4.179 -0.023
C -3.3323 2.3617 -4.0172 2.644 -3.292 4.743 0.413
O -2.0849 2.1200 -3.6731 -0.600 3.185 -2.119 -0.249
C -1.9690 1.0887 -2.7919 1.744 -2.856 0.931 0.238
C -3.3102 0.5181 -2.5648 -0.642 0.196 0.896 -0.128
C -4.2871 1.5904 -3.0601 -1.181 -0.823 -0.800 -0.476
H -1.4535 1.3056 -1.8563 0.121 0.822 -0.389 0.060
H -1.3865 0.3533 -3.3468 0.471 0.056 0.405 -0.022
H -3.4079 0.4398 -1.4820 -0.627 -0.660 -0.092 -0.021
H -3.3660 -0.4151 -3.1252 -0.735 0.053 0.339 0.396
H -4.7760 2.2861 -2.3781 0.504 0.211 0.201 0.353
H -5.1088 1.1267 -3.6058 -0.022 0.217 -0.253 0.392
O 5.7428 -0.1250 -1.0726 -0.392 1.807 -0.121 -0.177
C 5.4148 1.0717 -1.1511 -0.508 1.448 -3.195 0.620
O 5.6737 1.9155 -2.2050 0.348 -5.539 1.478 -0.262
C 5.1988 3.1956 -1.9815 1.595 2.664 0.445 -0.370
C 4.3290 3.1873 -0.8060 -0.904 0.778 1.447 -0.631
C 4.5262 1.8345 -0.1319 -0.085 -1.208 -0.394 0.186
H 4.7879 3.6382 -2.8889 0.195 -0.284 0.048 0.369
H 6.0919 3.7012 -1.6143 0.176 0.675 -0.970 0.300
H 3.2867 3.3403 -1.0856 -0.015 -0.158 0.317 0.240
H 4.6332 3.9577 -0.0974 -0.246 0.216 -0.127 0.330
H 3.4846 1.5140 -0.1118 0.405 -1.328 0.436 -0.194
H 5.0804 1.6151 0.7807 -0.383 0.940 0.467 0.451
O 4.8949 -2.1543 -2.7001 -2.140 -0.187 -1.812 -0.597
C 4.0724 -2.1000 -3.6314 0.718 0.494 1.950 0.622
O 4.2316 -1.2759 -4.6340 1.791 1.312 -0.306 -0.348
C 3.2207 -1.2173 -5.6065 -1.988 -1.044 -0.562 -0.439
C 2.0351 -1.9942 -4.9542 0.407 0.338 -1.142 -0.201
C 2.6815 -2.7210 -3.7578 -0.552 0.470 -1.326 0.070
H 3.5216 -1.7125 -6.5297 0.416 -0.123 0.226 0.282
H 2.9017 -0.2234 -5.9205 0.625 0.296 0.630 0.347
H 1.6089 -2.6425 -5.7198 0.040 -0.277 0.256 0.356
H 1.2158 -1.3481 -4.6390 0.198 0.273 0.089 -0.127
H 2.7279 -3.7661 -4.0639 -0.027 -0.228 1.126 0.416
H 2.0224 -2.3399 -2.9778 0.428 -1.136 0.980 -0.257
```
Forces are in eV/Å.

Properties
LUMO level (spin up / spin down) ... -13.669 / -15.242 eV
Gap between HOMO and LUMO (spin up / spin down) ... 0.2194 / 0.1403 Eh
Net charge ... +4
⟨S²⟩ ... 3.77
Spin multiplicity ... 4
Highest occupied orbital energy (spin up / spin down) ... -19.6 / -19.1 eV
E ... -1976.17477 a.u.



(2)
Entry from OMol25: 2 unconnected molecules or ions with the total composition C4H8O2 in a non-equilibrium geometry (ωB97M-V/def2-TZVPD).

Structure (XYZ):
```
14
Properties=species:S:1:pos:R:3:forces:R:3:mulliken_charge:R:1
C 1.1394 0.7832 0.5919 0.298 0.380 -0.057 -0.215
O 0.1720 0.6197 1.6293 -0.055 0.245 0.192 -0.426
C -0.7635 0.0217 0.7651 -0.172 0.176 -0.128 -0.435
C -1.1521 0.8653 -0.3834 -0.130 0.509 -0.015 -0.413
C 0.2312 0.3499 -0.5161 -0.076 0.124 0.132 -0.490
H 1.5414 1.7938 0.5330 0.070 0.133 0.110 0.284
H 1.9536 0.0549 0.7301 -0.159 0.263 0.047 0.201
H -1.4836 -0.6215 1.2911 0.540 -0.393 -0.628 0.534
H -1.8087 0.2945 -1.0492 0.052 0.374 0.134 0.240
H -1.3873 1.9162 -0.2917 -0.088 0.273 0.114 0.265
H 0.6344 0.0151 -1.4717 -0.399 -0.511 0.526 0.415
O 0.0922 -2.1918 -0.9141 -0.005 -1.035 0.107 -0.688
H 1.0384 -2.2555 -0.7469 -0.002 -0.190 -0.125 0.320
H -0.2075 -1.6454 -0.1673 0.127 -0.349 -0.409 0.408
```
Forces are in eV/Å.

Properties
SMILES string ... C1O[C@H]2C[C@@H]12.O
Relative energy (zero: lowest compared OMol25 entry of this formula, charge and spin) ... 4.071 eV
LUMO level ... 0.867 eV
Gap between HOMO and LUMO ... 0.3678 Eh
Net charge ... 0
Spin multiplicity ... 1
Highest occupied orbital energy ... -9.1 eV
E ... -307.56281 a.u.



(3)
Entry from OMol25: C4H5Cl3O3S in the gas phase in a non-equilibrium geometry (ωB97M-V/def2-TZVPD).

Structure (XYZ):
```
16
Properties=species:S:1:pos:R:3:forces:R:3:mulliken_charge:R:1
C -0.5301 0.4406 0.5080 -0.445 -3.011 -1.213 -1.112
C 0.5893 0.0896 -0.4012 3.331 -1.597 0.298 -0.401
C 2.1126 -0.3057 0.5829 -1.705 -0.794 -3.116 0.263
Cl 2.1549 0.3415 2.1067 -0.187 0.806 2.280 -0.089
C 2.1829 -1.8438 0.6236 0.164 1.315 -0.740 0.249
O 1.8841 -2.5127 1.5356 -0.229 -0.519 0.796 -0.415
Cl 2.6536 -2.4601 -0.9243 0.085 -0.951 -0.390 -0.115
S 3.5265 0.3924 -0.3774 0.033 -0.446 -2.757 0.989
O 4.7923 0.0194 0.1649 -0.512 0.130 0.439 -0.503
O 3.2969 0.2387 -1.8040 0.151 0.116 1.638 -0.472
Cl 3.1834 2.3546 -0.0964 0.100 0.528 0.374 -0.172
H -0.2634 0.4955 1.5058 0.681 0.484 2.017 0.373
H -1.2206 -0.4290 0.4575 -0.107 0.909 0.073 0.303
H -0.9541 1.3191 0.1791 -1.325 1.885 -0.469 0.331
H 0.3723 -0.8670 -1.0030 0.734 1.732 0.723 0.352
H 1.0325 0.9061 -1.0013 -0.768 -0.587 0.047 0.419
```
Forces are in eV/Å.

Properties
SMILES string ... CC[C@@](Cl)(C(=O)Cl)S(=O)(=O)Cl
Relative energy (zero: lowest compared OMol25 entry of this formula, charge and spin) ... 0.477 eV
LUMO level ... -0.162 eV
Gap between HOMO and LUMO ... 0.4029 Eh
Net charge ... 0
Spin multiplicity ... 1
Highest occupied orbital energy ... -11.1 eV
E ... -2159.83545 a.u.



(4)
Entry from OMol25: 5 unconnected molecules or ions with the total composition H10O4S2 (ωB97M-V/def2-TZVPD).

Structure (XYZ):
```
16
Properties=species:S:1:pos:R:3:forces:R:3:mulliken_charge:R:1
S 1.9691 -1.5888 -0.4249 -0.260 -0.041 0.266 -0.169
S 2.7640 0.3163 -0.1640 0.454 0.186 -0.232 -0.193
H 2.6012 -2.2262 0.5708 0.204 0.028 -0.126 0.158
H 2.9267 0.3961 1.1664 -0.423 -0.209 0.014 0.164
O -0.6685 0.0505 -2.0883 0.305 0.125 -0.187 -0.612
H -0.8863 -0.8003 -1.6884 -0.183 -0.022 0.246 0.294
H -1.4621 0.3350 -2.5483 -0.096 -0.101 0.022 0.296
O -0.2507 2.2340 -0.2192 0.228 0.095 0.394 -0.665
H -0.7436 2.9935 -0.5372 0.008 -0.122 -0.164 0.280
H -0.0317 1.6586 -0.9669 -0.286 -0.018 -0.105 0.350
O -0.2914 0.1195 1.6698 -0.115 0.812 0.515 -0.645
H -1.0112 0.3030 2.2904 0.124 -0.370 0.069 0.326
H -0.2763 0.9641 1.1831 0.335 -0.001 -0.373 0.369
O -1.8204 -1.4955 0.3085 -0.011 -0.436 -0.283 -0.684
H -1.7468 -2.3113 0.8199 -0.041 0.131 -0.215 0.298
H -1.0719 -0.9484 0.6283 -0.241 -0.057 0.159 0.433
```
Forces are in eV/Å.

Properties
SMILES string ... SS.O.O.O.O
Relative energy (zero: lowest compared OMol25 entry of this formula, charge and spin) ... 0.286 eV
LUMO level ... 0.423 eV
Gap between HOMO and LUMO ... 0.3274 Eh
Net charge ... 0
Spin multiplicity ... 1
Highest occupied orbital energy ... -8.5 eV
E ... -1103.31980 a.u.



(5)
Entry from OMol25: a gas-phase ion, C3H6NO2S2 (charge -1) in a non-equilibrium geometry (ωB97M-V/def2-TZVPD).

Structure (XYZ):
```
14
Properties=species:S:1:pos:R:3:forces:R:3:mulliken_charge:R:1
C 0.4628 -1.1603 -1.1731 -1.674 -0.958 -0.246 -0.843
C -0.3740 -1.8591 -0.1126 -0.758 1.062 1.778 -0.489
C -0.4374 -0.3723 -0.3438 1.209 3.262 1.926 0.162
N 0.3843 0.5011 0.8158 -2.235 -2.081 -2.551 -0.173
O -2.0132 1.4787 1.1974 -1.534 -1.024 -0.959 -0.598
O -0.1905 3.0574 1.2367 0.058 -1.283 0.131 -0.647
S 1.8761 0.9660 0.3004 1.608 -1.085 1.421 -0.316
S -0.6783 1.7102 1.7012 1.699 2.371 1.243 0.468
H 1.4666 -1.0890 -0.9815 2.256 0.165 0.472 0.260
H 0.2712 -1.2559 -2.2238 -0.463 -0.314 -0.330 0.223
H -1.3007 -2.3980 -0.3019 0.390 -0.197 -0.254 0.221
H 0.0348 -1.9671 0.9494 -0.217 -0.388 -1.882 0.247
H -1.2195 0.3186 -0.7287 0.278 -1.285 0.269 0.397
H 1.7177 2.0698 -0.3357 -0.617 1.754 -1.019 0.088
```
Forces are in eV/Å.

Properties
Relative energy (zero: lowest compared OMol25 entry of this formula, charge and spin) ... 3.416 eV
LUMO level ... 3.432 eV
Gap between HOMO and LUMO ... 0.2614 Eh
Net charge ... -1
Spin multiplicity ... 1
Highest occupied orbital energy ... -3.7 eV
E ... -1119.47861 a.u.



(6)
Entry from OMol25: C5H13PS in the gas phase in a non-equilibrium geometry (ωB97M-V/def2-TZVPD).

Structure (XYZ):
```
20
Properties=species:S:1:pos:R:3:forces:R:3:mulliken_charge:R:1
C 0.3902 -0.0257 1.8800 3.567 -0.740 0.496 -1.314
C -0.1289 0.4126 0.5833 -0.517 4.921 -1.262 -0.352
P -1.9101 1.3089 0.6899 0.206 -1.316 0.592 -0.083
C 0.2155 -0.4699 -0.6393 -0.634 -0.295 0.255 1.332
C 1.7073 -0.3940 -0.8863 -0.057 2.675 1.089 -1.471
C -0.6026 -0.0009 -1.8062 -0.814 0.592 -2.070 -1.587
S -0.1450 -2.2699 -0.3225 -0.403 0.402 -0.338 -0.171
H 1.4525 0.3402 2.1371 -1.291 -0.358 -0.746 0.246
H -0.1444 0.2606 2.7205 -1.376 0.471 1.410 0.494
H 0.4966 -1.1046 1.8686 -0.215 -0.282 0.299 0.348
H 0.3781 1.4902 0.3198 -0.709 -2.440 0.341 0.261
H -1.6488 2.5559 1.3720 0.602 -0.604 -0.326 0.059
H -2.2629 0.7055 1.9485 -0.141 0.134 -0.512 0.029
H 1.9217 -0.1943 -1.9250 0.106 0.006 -0.280 0.310
H 2.1823 -1.2887 -0.5924 0.968 -0.729 0.524 0.408
H 1.9957 0.5275 -0.2500 0.530 -1.700 -1.200 0.319
H -1.5643 -0.5782 -1.7241 0.222 1.766 -0.223 0.334
H -0.5961 1.1527 -1.9248 -0.735 -1.762 0.790 0.357
H -0.2757 -0.2536 -2.8435 0.486 -0.524 0.950 0.346
H -1.4611 -2.1741 -0.6056 0.204 -0.214 0.212 0.134
```
Forces are in eV/Å.

Properties
SMILES string ... C[C@H](P)C(C)(C)S
Relative energy (zero: lowest compared OMol25 entry of this formula, charge and spin) ... 3.179 eV
LUMO level ... 0.722 eV
Gap between HOMO and LUMO ... 0.3557 Eh
Net charge ... 0
Spin multiplicity ... 1
Highest occupied orbital energy ... -9.0 eV
E ... -937.75987 a.u.